# 1
{"formula": "C37H42N4P2Ru", "method": "ωB97M-V/def2-TZVPD", "total_energy_ev": -66142.2556, "multiplicity": 5, "orbital_gap_ev": [4.9945, 3.4890], "homo_energy_ev": [-12.47, -12.47], "charge": 2, "elements": ["C", "C", "H", "H", "H", "C", "H", "C", "C", "C", "C", "C", "P", "H", "C", "C", "N", "H", "H", "H", "H", "H", "H", "C", "C", "C", "C", "H", "C", "H", "H", "H", "H", "H", "H", "C", "C", "C", "H", "C", "H", "H", "H", "H", "C", "H", "H", "C", "H", "C", "H", "C", "N", "C", "C", "H", "C", "C", "H", "H", "H", "H", "C", "H", "H", "Ru", "C", "H", "C", "H", "H", "H", "C", "C", "C", "H", "H", "C", "P", "C", "C", "N", "H", "N", "H", "C"], "coordinates": [[-4.844, 1.349, -0.067], [-0.579, 4.973, -4.036], [0.747, -2.772, 2.642], [-5.077, -3.574, -0.324], [-1.088, 0.444, 3.163], [5.495, -0.545, 3.585], [-0.202, -1.847, -1.304], [-1.893, -0.413, -3.892], [-2.093, 0.603, -1.063], [3.204, -3.691, 1.092], [4.697, 0.501, 3.076], [-0.199, 1.072, 2.965], [0.045, 1.520, -2.264], [1.387, -4.039, -0.077], [1.658, -3.919, 0.974], [-4.192, 2.025, 1.963], [-0.662, 0.206, -3.659], [6.261, 1.956, 3.169], [3.446, -3.635, 2.173], [0.530, -0.356, -0.614], [1.622, -1.034, 3.434], [-3.093, -1.335, 2.816], [-0.301, -1.088, 1.300], [0.304, -1.872, 0.826], [-0.519, -1.083, -5.556], [2.705, -0.881, 3.446], [2.490, 1.333, 2.298], [1.913, -2.834, -1.647], [4.916, -1.687, 4.108], [3.077, -2.666, 4.602], [4.751, 3.879, 2.587], [-1.457, 2.689, -0.820], [3.553, -0.556, -0.417], [-1.535, -0.293, -1.354], [6.565, -0.383, 3.601], [3.109, -1.551, -0.302], [-0.508, 4.199, -5.241], [3.272, 0.294, 2.889], [-2.778, -0.211, -3.317], [3.512, -1.808, 4.095], [-0.133, -1.511, -6.468], [0.081, 2.042, -5.504], [-0.202, 4.319, -1.929], [-6.097, 2.957, 2.536], [0.579, -1.481, -0.621], [-0.845, 6.020, -3.955], [3.658, -4.604, 0.684], [0.840, -2.852, 1.543], [2.412, 3.426, 1.744], [0.151, -0.209, -4.703], [-2.613, -1.899, -5.409], [-4.308, -2.801, 1.629], [0.023, 2.857, -3.479], [-3.646, -1.872, -0.304], [-0.116, 2.909, -4.873], [-4.837, 0.824, -1.025], [1.945, -1.812, -1.247], [-1.817, -1.250, -5.016], [-6.903, 2.169, 0.031], [5.558, -2.453, 4.534], [4.851, -2.397, 0.553], [-3.512, 2.082, 2.787], [-5.510, 2.432, 1.800], [-3.544, -1.647, -1.343], [-2.224, 2.252, -2.430], [-0.272, 1.876, 1.070], [-1.573, 1.913, -1.620], [0.676, 0.597, 3.460], [3.770, -2.481, 0.397], [1.131, 0.215, -4.801], [-4.785, -3.406, 2.393], [2.077, -1.140, -2.101], [3.003, 2.581, 2.129], [5.207, 1.820, 2.925], [4.360, 2.850, 2.560], [1.403, -4.822, 1.528], [-3.109, 0.438, -1.383], [-0.250, 4.138, -2.985], [-2.054, 0.707, 0.718], [-3.428, -1.730, 1.872], [-5.933, 2.014, 0.504], [-2.999, -1.166, 0.689], [-0.729, 4.539, -6.245], [-3.747, 1.429, 0.799], [-0.320, 2.041, 3.478], [-4.451, -2.887, 0.229]], "mulliken_charge": [-0.276, -0.646, 0.600, 0.495, 0.226, -0.692, 0.334, -0.280, -0.341, -0.631, 0.400, -1.350, 0.113, 0.288, -1.284, -0.402, 0.725, 0.450, 0.162, -1.132, 0.002, 0.446, 0.052, 1.061, -0.774, 0.167, 0.293, 0.463, -0.494, 0.396, 0.388, 0.715, 0.488, 0.257, 0.469, 0.014, -0.647, 1.164, 0.380, -0.985, 0.475, 0.488, 0.394, 0.456, 1.012, 0.448, 0.509, -0.781, 0.352, -1.081, 0.424, -0.668, 0.394, -0.312, -0.339, 0.365, -1.009, -0.851, 0.466, 0.466, 0.512, 0.421, -0.698, 0.509, 0.611, 0.200, -1.306, 0.440, -1.046, 0.743, 0.482, 0.432, -0.305, -0.708, -0.754, 0.552, -0.452, -0.396, 0.417, -0.371, -0.635, 0.678, 0.432, 0.572, 0.573, -0.728]}

=====

# 2
{"formula": "C37H43BGeI2N6O2Rb", "method": "ωB97M-V/def2-TZVPD", "total_energy_ev": -126158.1458, "orbital_gap_ev": 7.9637, "homo_energy_ev": -5.88, "charge": -1, "elements": ["H", "C", "H", "H", "C", "C", "H", "C", "H", "B", "C", "H", "H", "C", "Rb", "H", "N", "H", "C", "C", "C", "H", "H", "H", "O", "C", "H", "C", "H", "C", "H", "H", "C", "H", "H", "H", "C", "C", "H", "H", "C", "H", "H", "C", "N", "N", "C", "C", "H", "C", "C", "C", "C", "C", "H", "H", "C", "C", "H", "I", "H", "C", "O", "H", "C", "H", "H", "H", "C", "H", "C", "H", "N", "C", "C", "H", "H", "C", "C", "N", "H", "H", "H", "C", "C", "H", "H", "C", "H", "Ge", "H", "I", "N"], "coordinates": [[4.972, 4.280, -0.143], [-1.669, 3.448, 1.097], [-4.425, 1.492, 0.907], [-2.179, -2.822, 6.291], [-3.372, 1.751, 0.924], [-2.353, -2.510, 5.268], [0.561, -2.531, 0.501], [-5.844, -1.726, 1.179], [-7.886, -2.282, 1.552], [3.533, 1.510, -0.392], [-2.478, -2.751, -0.276], [3.600, -2.593, -4.066], [2.885, -1.118, -4.719], [2.976, 3.996, -0.903], [0.462, 0.083, -2.206], [-2.343, -3.559, -2.320], [4.140, 0.544, -1.436], [-5.476, -2.226, 2.070], [0.866, -2.260, 1.511], [4.265, -0.776, -3.125], [0.461, 3.816, -3.582], [2.113, 5.744, -1.931], [-2.532, -4.514, 4.520], [2.005, -0.454, 3.633], [-2.229, -0.372, -1.701], [-1.062, 1.134, 0.844], [0.556, 4.785, -4.070], [-0.695, 2.465, 0.987], [-2.569, 0.291, 3.381], [-2.550, -3.459, 4.274], [-8.753, -1.129, -0.460], [4.441, 2.032, 0.201], [-2.785, -1.704, 2.600], [0.587, 3.039, -4.337], [-0.278, 0.390, 0.769], [0.358, 2.731, 0.988], [2.805, 0.818, 2.018], [0.865, -3.772, -2.331], [7.369, -0.064, -0.644], [4.506, 2.090, 2.385], [3.802, -1.549, -4.319], [0.749, -2.695, -2.307], [-7.189, 0.067, -1.960], [5.542, -0.759, -2.528], [2.740, 2.670, -1.065], [1.834, 2.473, -2.059], [6.443, 0.472, -0.434], [-4.947, -1.052, 0.346], [6.118, 0.216, 0.577], [-3.007, 3.088, 1.068], [1.485, 3.669, -2.499], [-6.814, -0.437, -1.077], [-2.370, -1.162, 4.938], [-2.687, -2.666, -1.795], [6.428, -1.296, -2.833], [-2.210, -0.413, 5.704], [2.148, -0.255, 2.582], [2.180, 4.675, -1.801], [-0.030, -2.138, 2.126], [2.775, -4.247, -1.529], [3.732, 4.260, 1.100], [-7.205, -1.756, 0.892], [-1.140, -1.542, -3.265], [-3.776, 3.848, 1.154], [-7.693, -1.109, -0.236], [-1.448, -3.016, -0.017], [4.558, -1.541, -5.106], [-0.554, 3.738, -3.185], [3.476, 1.955, 2.719], [-2.903, -3.818, 2.202], [-2.761, -3.056, 2.960], [-4.771, 0.101, -1.457], [3.430, 0.004, -2.461], [1.679, -1.006, 1.486], [-2.407, 0.752, 0.805], [-3.754, -2.537, -2.001], [2.948, 2.896, 2.551], [-2.580, -0.768, 3.620], [-1.968, -1.437, -2.330], [2.028, -0.434, 0.345], [0.115, -4.255, -1.718], [-1.384, 4.489, 1.203], [3.883, 5.663, 0.037], [-5.455, -0.413, -0.788], [5.415, 0.092, -1.451], [-3.128, -3.518, 0.153], [1.443, -3.093, 1.917], [3.945, 4.575, 0.080], [3.478, 1.760, 3.791], [-3.011, -1.113, 0.703], [6.653, 1.543, -0.448], [0.597, -4.439, -4.322], [2.716, 0.698, 0.670]], "mulliken_charge": [0.195, -0.790, 0.300, 0.366, -0.521, -0.465, -0.526, -0.465, 0.400, -1.667, -0.930, 0.043, 0.228, 0.575, 1.167, 0.408, 0.630, 0.250, 0.003, 0.571, -1.471, 0.428, 0.396, 0.475, -0.656, 0.298, 0.365, -0.563, 0.361, -0.733, 0.362, -0.281, -0.014, 0.298, 0.271, 0.459, 0.824, -0.672, 0.341, 0.261, -1.171, -0.176, 0.401, -1.276, 1.709, -0.257, -1.348, -0.726, 0.218, -0.774, 0.442, -0.774, -0.856, -0.855, 0.422, 0.390, -1.574, -1.192, -0.071, 0.053, 0.101, -0.622, -0.783, 0.384, -0.479, 0.429, 0.395, 0.214, -1.449, 0.198, -0.282, 0.470, -0.291, 0.234, -0.275, 0.381, 0.157, -0.148, 0.354, -0.318, 0.585, 0.388, 0.373, 0.041, 0.869, 0.424, 0.445, -1.226, 0.411, 2.930, 0.197, 0.043, 1.743]}